This record from the OMol25 dataset describes a molecular structure, C32H44Ge2O2S2Sc at a distorted geometry. The level of theory is wB97M-V/def2-TZVPD.

Summary:
E_HOMO ... -15.33 eV
Calculated total energy ... -7106.18607 Ha
2S+1 ... 1
Charge ... +3

Cartesian coordinates (Å):
Sc (-0.75, -0.01, -0.48)
O (-0.80, 1.64, -1.50)
S (-1.52, 2.27, -2.75)
C (-0.75, 1.33, -4.10)
C (-1.49, 0.09, -4.62)
C (-0.52, -0.96, -5.19)
C (-0.49, -2.28, -4.43)
S (0.21, -2.35, -2.78)
O (-0.62, -1.33, -1.92)
C (1.77, -1.54, -2.98)
C (2.64, -2.03, -3.96)
C (3.89, -1.45, -4.08)
C (4.28, -0.43, -3.22)
C (3.42, 0.03, -2.23)
C (2.16, -0.54, -2.11)
C (-3.15, 1.59, -2.63)
C (-3.58, 0.98, -1.45)
C (-4.87, 0.49, -1.36)
C (-5.73, 0.63, -2.45)
C (-5.30, 1.26, -3.61)
C (-4.01, 1.76, -3.70)
H (0.21, 1.08, -3.64)
H (-0.55, 2.06, -4.89)
H (-2.19, 0.40, -5.39)
H (-2.09, -0.36, -3.83)
H (0.49, -0.56, -5.31)
H (-0.84, -1.24, -6.20)
H (0.11, -3.04, -4.95)
H (-1.49, -2.71, -4.30)
H (2.36, -2.85, -4.61)
H (4.57, -1.81, -4.85)
H (5.27, 0.00, -3.32)
H (3.73, 0.81, -1.56)
H (1.51, -0.19, -1.32)
H (-2.97, 0.96, -0.55)
H (-5.23, 0.04, -0.45)
H (-6.75, 0.27, -2.38)
H (-5.98, 1.38, -4.44)
H (-3.69, 2.28, -4.60)
C (2.25, -3.78, 1.61)
C (1.64, -2.84, 0.55)
Ge (0.21, -1.81, 1.41)
C (-1.51, -2.78, 1.45)
C (-1.43, -3.87, 2.53)
C (0.77, -1.20, 3.13)
C (0.82, 0.10, 3.39)
Ge (0.28, 1.20, 1.90)
C (-1.47, 2.09, 1.87)
C (-1.54, 3.23, 2.91)
C (1.62, 2.18, 0.87)
C (2.31, 3.29, 1.69)
C (1.24, 0.76, 4.65)
C (1.24, 2.15, 4.75)
C (1.63, 2.80, 5.91)
C (2.03, 2.05, 7.00)
C (2.04, 0.66, 6.93)
C (1.65, 0.02, 5.76)
H (3.05, -4.36, 1.16)
H (1.53, -4.48, 2.02)
H (2.69, -3.21, 2.44)
H (1.22, -3.41, -0.27)
H (2.41, -2.18, 0.15)
H (-1.70, -3.21, 0.46)
H (-2.32, -2.09, 1.68)
H (-0.68, -4.63, 2.29)
H (-2.39, -4.37, 2.60)
H (-1.20, -3.45, 3.51)
H (1.06, -1.93, 3.89)
H (-2.26, 1.36, 2.07)
H (-1.62, 2.49, 0.86)
H (-1.46, 2.85, 3.93)
H (-2.50, 3.73, 2.81)
H (-0.76, 3.97, 2.76)
H (1.11, 2.61, 0.00)
H (2.37, 1.47, 0.51)
H (1.59, 4.01, 2.09)
H (2.99, 3.83, 1.05)
H (2.88, 2.88, 2.52)
H (0.93, 2.75, 3.90)
H (1.62, 3.88, 5.96)
H (2.34, 2.54, 7.91)
H (2.35, 0.08, 7.78)
H (1.66, -1.06, 5.73)

---

This record from the OMol25 dataset describes a molecular structure, C32H44N8 at a distorted geometry. The level of theory is wB97M-V/def2-TZVPD.

Summary:
E_HOMO ... -7.16 eV
Calculated total energy ... -1682.85609 Ha
Energy relative to the best compared isomer or geometry (same formula, charge and spin) ... 23.990 eV
2S+1 ... 1
Charge ... 0

Cartesian coordinates (Å):
C (-7.62, -22.18, 15.35)
C (-7.16, -21.50, 16.62)
C (-8.25, -21.33, 17.79)
C (-9.48, -20.72, 17.34)
N (-10.50, -20.29, 17.00)
H (-8.13, -23.13, 15.47)
H (-6.68, -22.53, 14.91)
H (-8.10, -21.50, 14.65)
H (-6.82, -20.51, 16.34)
H (-6.31, -22.04, 17.04)
H (-7.84, -20.90, 18.69)
H (-8.48, -22.37, 18.05)
C (-3.51, -22.55, 17.63)
C (-3.30, -21.31, 18.46)
C (-3.40, -19.95, 17.71)
C (-4.79, -19.53, 17.43)
N (-5.89, -19.23, 17.20)
H (-2.59, -22.80, 17.11)
H (-4.32, -22.61, 16.90)
H (-3.61, -23.42, 18.27)
H (-2.37, -21.39, 19.03)
H (-4.00, -21.25, 19.29)
H (-2.78, -19.84, 16.82)
H (-3.01, -19.19, 18.39)
N (-7.37, -17.21, 19.19)
C (-7.77, -17.18, 20.56)
C (-8.06, -18.46, 20.99)
C (-7.60, -19.34, 19.99)
C (-7.20, -18.55, 18.93)
H (-7.02, -16.35, 18.78)
H (-7.72, -16.26, 21.13)
H (-8.52, -18.74, 21.93)
H (-7.58, -20.41, 20.07)
H (-6.84, -18.84, 17.95)
N (-5.01, -23.54, 15.67)
C (-3.93, -24.43, 15.80)
C (-2.88, -23.89, 15.05)
C (-3.35, -22.73, 14.45)
C (-4.64, -22.52, 14.87)
H (-5.90, -23.55, 16.16)
H (-4.03, -25.34, 16.36)
H (-1.92, -24.38, 14.95)
H (-2.71, -22.08, 13.87)
H (-5.36, -21.73, 14.70)
N (-0.02, -25.37, 18.95)
C (-1.17, -25.08, 19.62)
C (-2.06, -24.27, 18.79)
C (-1.41, -24.16, 17.59)
C (-0.14, -24.80, 17.72)
H (0.75, -25.92, 19.29)
H (-1.33, -25.45, 20.62)
H (-3.05, -23.92, 19.03)
H (-1.80, -23.58, 16.77)
H (0.72, -24.98, 17.08)
N (-0.68, -19.19, 17.32)
C (-0.46, -20.41, 18.00)
C (-0.75, -21.48, 17.17)
C (-1.27, -20.93, 15.97)
C (-1.17, -19.54, 16.11)
H (-0.48, -18.25, 17.65)
H (0.02, -20.37, 18.97)
H (-0.65, -22.53, 17.40)
H (-1.62, -21.48, 15.11)
H (-1.37, -18.75, 15.41)
N (-5.30, -16.37, 18.51)
C (-4.22, -15.96, 19.27)
C (-3.20, -16.87, 18.94)
C (-3.65, -17.78, 18.01)
C (-4.95, -17.46, 17.76)
H (-6.18, -15.89, 18.37)
H (-4.26, -14.99, 19.74)
H (-2.23, -16.93, 19.41)
H (-2.98, -18.52, 17.58)
H (-5.60, -17.92, 17.03)
N (-6.58, -22.72, 21.21)
C (-6.44, -21.38, 21.05)
C (-6.16, -21.07, 19.67)
C (-6.05, -22.34, 19.01)
C (-6.33, -23.31, 19.97)
H (-6.75, -23.33, 22.00)
H (-6.67, -20.84, 21.96)
H (-5.98, -20.10, 19.24)
H (-5.81, -22.55, 17.98)
H (-6.53, -24.36, 19.83)

---

This record from the OMol25 dataset describes a molecular structure, C32H45Cl2N2OP3SSn at a distorted geometry. The level of theory is wB97M-V/def2-TZVPD.

Summary:
E_HOMO ... -12.11 eV
Calculated total energy ... -3987.54230 Ha
Energy relative to the best compared isomer or geometry (same formula, charge and spin) ... 0.836 eV
2S+1 ... 1
Charge ... +2

Cartesian coordinates (Å):
P (1.38, 1.25, -2.78)
C (3.04, 1.44, -3.57)
C (3.44, 0.79, -4.75)
H (2.76, 0.10, -5.25)
C (4.71, 1.04, -5.29)
H (5.01, 0.54, -6.21)
C (5.58, 1.93, -4.64)
H (6.56, 2.14, -5.08)
C (5.19, 2.56, -3.46)
H (5.86, 3.26, -2.96)
C (3.93, 2.32, -2.92)
H (3.60, 2.81, -1.99)
C (0.70, -0.11, -3.83)
C (1.01, -1.42, -3.41)
H (1.58, -1.55, -2.49)
C (0.61, -2.51, -4.18)
H (0.88, -3.52, -3.85)
C (-0.12, -2.31, -5.36)
H (-0.42, -3.17, -5.96)
C (-0.46, -1.02, -5.77)
H (-1.02, -0.86, -6.69)
C (-0.04, 0.08, -5.01)
H (-0.29, 1.10, -5.34)
C (0.53, 2.69, -3.59)
C (1.08, 3.44, -4.65)
H (2.08, 3.22, -5.03)
C (0.33, 4.48, -5.23)
H (0.76, 5.05, -6.06)
C (-0.95, 4.76, -4.76)
H (-1.55, 5.54, -5.24)
C (-1.49, 4.03, -3.69)
H (-2.49, 4.25, -3.32)
C (-0.74, 3.02, -3.09)
H (-1.12, 2.47, -2.23)
Sn (0.10, -0.33, 3.17)
C (-1.64, -1.29, 2.32)
C (-2.03, -1.35, 1.04)
H (-2.30, -1.72, 3.11)
C (-1.25, -0.78, -0.13)
O (-2.10, 0.17, -0.79)
H (-1.71, 0.43, -1.65)
C (0.04, -0.11, 0.10)
H (-0.99, -1.59, -0.82)
C (1.14, 0.42, -0.30)
Cl (-0.45, -1.02, 5.43)
Cl (2.32, 0.70, 3.36)
P (1.61, -2.49, 2.91)
C (2.46, -2.91, 4.46)
H (1.73, -3.11, 5.26)
H (3.12, -2.08, 4.76)
H (3.05, -3.81, 4.26)
C (0.61, -3.96, 2.54)
H (0.10, -3.81, 1.58)
H (-0.12, -4.13, 3.34)
H (1.32, -4.80, 2.47)
C (2.92, -2.45, 1.66)
H (3.61, -1.63, 1.89)
H (2.46, -2.29, 0.67)
H (3.42, -3.43, 1.71)
P (-3.69, -2.14, 0.76)
C (-4.21, -3.02, 2.27)
C (-3.60, -3.30, -0.62)
H (-4.26, -2.31, 3.11)
H (-3.51, -3.83, 2.51)
H (-5.22, -3.45, 2.12)
H (-3.21, -2.78, -1.50)
H (-4.60, -3.70, -0.84)
H (-2.94, -4.13, -0.35)
C (-4.84, -0.79, 0.46)
H (-4.98, -0.24, 1.41)
H (-5.81, -1.17, 0.12)
H (-4.39, -0.13, -0.29)
H (2.10, 0.90, -0.16)
C (0.48, 2.63, 6.86)
N (0.12, 2.47, 5.44)
C (-1.07, 2.16, 4.92)
S (-1.16, 1.93, 3.19)
N (-2.21, 2.11, 5.64)
C (-2.44, 1.48, 6.96)
H (-0.26, 3.25, 7.36)
H (1.46, 3.13, 6.91)
H (0.57, 1.65, 7.35)
H (0.85, 2.67, 4.76)
H (-3.03, 2.11, 5.01)
H (-3.45, 1.79, 7.30)
H (-2.41, 0.37, 6.93)
H (-1.70, 1.86, 7.67)